1.
Density functional theory data (ωB97M-V/def2-TZVPD) for a 2-piece molecular cluster, C7H6Cl3NO3 overall in a non-equilibrium geometry.

```
20
Properties=species:S:1:pos:R:3:forces:R:3:lowdin_charge:R:1
C 2.3850 -1.3419 1.1308 0.21 0.77 0.37 -0.273
C -0.8217 -1.9829 -1.2658 2.34 3.98 0.38 0.080
C -0.6156 -1.0947 -0.2666 -0.92 -0.60 -0.60 -0.095
C 0.0290 0.2321 -0.3498 2.01 -0.28 2.12 -0.507
C 1.7001 0.7780 2.9112 -1.08 0.62 0.05 0.042
C 3.0915 -0.1580 1.3079 -0.59 0.98 0.61 -0.508
C 4.2757 0.0444 0.5161 1.15 -1.36 0.57 -1.473
N 1.8225 -2.3010 0.8661 -0.60 -1.37 -0.01 0.222
O -0.1485 0.8356 -1.4904 -0.13 1.54 -1.44 0.140
O 0.7253 0.6666 0.5885 -2.22 -0.18 -2.43 0.024
O 2.6775 0.8372 2.0997 1.46 -1.35 -0.92 -0.066
Cl 4.0330 -0.2559 -1.1924 -0.11 0.00 -0.61 0.631
Cl 5.4089 -1.3958 1.1126 0.08 0.83 -0.44 0.483
Cl 5.0464 1.5611 0.7728 0.34 0.45 0.13 0.690
H -1.2262 -2.9116 -1.0849 -0.87 -1.85 0.12 0.039
H -0.3271 -1.6797 -2.2120 -0.82 -0.71 0.37 0.089
H -0.9287 -1.2218 0.7519 -0.19 -0.68 0.30 0.105
H 1.4131 1.8054 3.0840 -0.46 -0.27 0.93 0.106
H 1.0567 -0.1097 2.9831 0.47 0.45 0.06 0.112
H 0.2333 1.7448 -1.5412 -0.05 -0.97 0.45 0.160
```
Forces are in eV/Å.

Results
**LUMO (alpha / beta)**: -0.15 / -0.84 eV

=====

2.
Density functional theory data (ωB97M-V/def2-TZVPD) for one molecule with the formula C7H6ClFINO in a non-equilibrium geometry.

```
18
Properties=species:S:1:pos:R:3:forces:R:3:lowdin_charge:R:1
C -1.4061 -1.6948 -0.4389 0.58 0.65 2.39 -0.082
C -0.2908 -1.6546 -1.1177 2.89 1.42 -2.22 -0.094
C -0.8764 0.4376 0.7267 -0.68 -0.09 -1.92 -0.074
C 0.1540 0.6102 -0.1290 0.42 -2.37 1.37 -0.275
C -1.6028 -0.8583 0.8311 2.33 -1.40 0.43 -0.151
C 0.8794 -0.6632 -0.8256 -4.40 0.90 3.61 -0.775
C 0.8712 1.8729 -0.1707 1.11 0.54 0.15 -0.738
N 1.5901 2.1427 1.1746 1.97 -1.15 0.34 -0.028
O 2.7368 1.7498 1.2504 -2.29 0.86 -0.65 -0.050
F 1.4489 -0.2590 -1.9235 1.42 0.20 -1.84 0.022
Cl -0.1549 3.2523 -0.2863 -0.92 1.15 -0.27 0.714
I 2.3242 -1.4998 0.6441 -0.44 0.04 -0.75 0.854
H -2.1082 -2.4441 -0.6098 -1.37 -0.87 -0.72 0.089
H -0.0922 -2.0117 -2.1523 -0.56 -0.71 1.01 0.128
H -1.4034 1.2394 1.2073 0.47 0.67 0.22 0.105
H -2.6453 -0.8351 1.1271 0.03 0.35 0.11 0.109
H -0.9640 -1.2923 1.6998 -1.32 -0.19 -1.04 0.150
H 1.5396 1.9081 -1.0074 0.74 0.02 -0.20 0.096
```
Forces are in eV/Å.

Results
**LUMO**: -0.34 eV

=====

3.
Density functional theory data (ωB97M-V/def2-TZVPD) for one molecule with the formula C7H6ClN3S in a non-equilibrium geometry.

```
18
Properties=species:S:1:pos:R:3:forces:R:3:lowdin_charge:R:1
C -3.4360 -0.3051 -0.0638 1.43 0.29 1.60 -1.062
C -2.1347 1.4782 0.1068 1.60 -0.11 -1.04 -0.200
C -1.3002 0.6625 -0.6265 1.01 0.25 1.29 -0.552
C 0.1387 0.9272 -0.8472 3.33 1.28 -0.10 -0.134
C 1.7834 0.0051 1.1074 -1.15 -0.35 -1.50 -0.086
C 2.6596 -1.0640 1.0163 1.09 -0.15 -0.52 -0.103
C 2.4649 -1.7140 -0.3006 -0.43 1.68 0.27 -0.125
H -1.8190 2.5135 0.3332 -0.75 -0.71 0.21 0.129
H 0.3760 2.0195 -0.5446 -0.46 -1.76 -0.24 0.140
H 0.5820 0.8392 -1.8933 -1.27 0.04 1.15 0.128
H 1.4182 0.6896 1.9396 0.98 -0.96 -1.44 0.143
H 3.5364 -1.0229 1.6817 -0.64 -1.12 -0.24 0.087
H 2.9432 -2.5775 -0.8428 -0.42 1.14 1.13 0.108
N -3.2650 0.8760 0.4599 -3.16 0.43 0.13 -0.023
N 1.1730 -0.0023 -0.1274 -2.54 0.91 -1.82 -0.180
N 1.5361 -1.0046 -0.9953 1.36 -0.26 2.84 0.034
S -1.9664 -0.8785 -0.7008 -0.11 -1.22 -1.59 1.062
Cl -4.6902 -1.4419 0.2971 0.14 0.64 -0.13 0.633
```
Forces are in eV/Å.

Results
**LUMO**: 0.25 eV

=====

4.
Density functional theory data (ωB97M-V/def2-TZVPD) for C7H6ClO4S as an isolated structure in a non-equilibrium geometry.

```
19
Properties=species:S:1:pos:R:3:forces:R:3:lowdin_charge:R:1
C 0.7749 -1.2360 1.5565 -0.18 0.18 0.50 -0.076
C 1.5779 -0.2734 1.0420 -0.50 -0.54 -1.02 -0.126
C -1.2467 0.0170 0.8061 -0.07 2.49 -1.96 -0.056
C -0.5295 0.9686 0.1257 2.14 -1.57 1.67 -0.237
C -1.0975 2.1132 -0.5986 -1.42 1.34 1.23 -0.287
C -0.7208 -1.2599 1.2266 1.60 -0.32 3.62 -0.221
C 0.9820 0.6809 0.0652 -1.76 -1.33 -2.94 -0.648
O -0.3519 0.4853 -2.5772 0.33 1.24 -0.48 -0.353
O -0.5445 3.0361 -1.1394 0.39 -0.32 -0.20 -0.002
O 1.7525 -0.7754 -2.6083 1.09 0.10 0.00 -0.358
O -0.2813 -1.5972 -1.5184 0.78 -0.57 0.65 -0.373
S 0.5349 -0.4515 -1.9239 -1.54 -0.36 0.91 0.461
Cl 2.0617 1.8887 -0.6470 0.14 -0.08 0.91 0.651
H 1.0036 -2.0348 2.3157 0.63 0.99 -1.11 0.105
H 2.6783 -0.2478 0.9951 -0.59 -0.17 0.78 0.097
H -2.3101 0.0369 0.7152 -0.80 0.43 0.09 0.108
H -2.1903 2.2829 -0.3998 0.05 -0.84 -0.25 0.124
H -0.8943 -1.8994 0.4255 -0.23 -1.50 -1.49 0.067
H -1.1990 -1.7341 2.1391 -0.06 0.81 -0.92 0.123
```
Forces are in eV/Å.

Results
**Charge**: -1
**LUMO**: 3.51 eV

=====

Listing ΔE to the lowest compared entry with this formula, charge and spin for the structures above in their given order: 41.2; 0.0; 24.0; 0.0 kcal/mol.
Listing E for the structures above in their given order: -52551.253; -34229.976; -35181.970; -38902.897 eV.